The following is a quantum chemistry calculation of 13 unconnected molecules or ions with the total composition C78H189N11O22, from the OMol25 dataset.

The energy above the lowest of the compared OMol25 structures with the same formula, charge and spin comes out at 0.0 kJ/mol. Its gap between HOMO and LUMO is 8.645 eV. The calculated total energy is -5342.2850 a.u.

Last column: Mulliken charge in e.
Element x y z (Å)
1 C -0.4877 -4.2042 2.8050  -1.348
2 C 0.1520 -4.7704 1.5371  1.151
3 C 0.0899 -6.3004 1.4496  -1.167
4 O -0.5956 -4.2719 0.3897  0.635
5 H -1.2339 -4.9013 3.2021  0.425
6 H -0.9291 -3.2626 2.5004  0.042
7 H 0.2684 -4.0277 3.5752  0.280
8 H 1.1629 -4.3587 1.4481  -0.071
9 H -0.9692 -6.6437 1.4706  0.203
10 H 0.6800 -6.6955 2.2573  0.450
11 H 0.6112 -6.5755 0.5390  0.203
12 H -0.0479 -4.5510 -0.3902  -0.480
13 C 5.4425 -2.7478 2.1206  0.113
14 C 6.4368 -3.5692 2.9616  0.986
15 C 6.2406 -5.0405 2.7309  -1.591
16 O 7.8430 -3.2110 2.7999  -0.656
17 H 5.5215 -2.9359 1.0531  0.492
18 H 5.5723 -1.6423 2.0439  -0.582
19 H 4.4114 -2.9825 2.3287  0.341
20 H 6.2833 -3.3437 4.0182  -0.473
21 H 5.1812 -5.2588 2.9662  0.292
22 H 6.7856 -5.6383 3.4768  0.290
23 H 6.4428 -5.3818 1.7337  0.458
24 H 8.0909 -3.2459 1.8571  0.358
25 C -8.6448 7.8324 -2.3413  -0.682
26 O -8.0887 6.6696 -1.8011  -0.377
27 C -7.0102 6.1197 -2.4449  0.374
28 C -6.5412 4.7923 -1.8468  -0.665
29 N -5.3785 4.2040 -2.5489  0.304
30 C -5.1524 2.7419 -2.4852  -0.425
31 C -4.7813 2.1840 -1.1491  0.382
32 O -3.6253 2.7704 -0.6749  -0.152
33 C -3.2064 2.2898 0.5746  -0.108
34 H -9.5451 8.0306 -1.7697  0.236
35 H -8.9441 7.6232 -3.3832  0.292
36 H -7.8704 8.5995 -2.2893  0.273
37 H -6.1982 6.8751 -2.5740  -0.397
38 H -7.2792 5.8803 -3.4902  0.296
39 H -7.3673 4.0947 -2.0398  0.299
40 H -6.3692 4.8212 -0.7527  0.320
41 H -4.5375 4.7012 -2.2965  0.033
42 H -4.3385 2.4382 -3.1320  -0.804
43 H -5.9834 2.2095 -2.9164  0.534
44 H -4.6974 1.0802 -1.3070  -0.254
45 H -5.6603 2.3227 -0.4558  0.303
46 H -3.0401 1.1936 0.3690  -0.006
47 H -3.9848 2.4978 1.3165  0.460
48 H -2.3521 2.8570 0.9500  -0.208
49 C -7.7725 -2.0676 -0.5724  0.076
50 O -7.4497 -2.6101 -1.8655  -0.376
51 C -6.8310 -1.6174 -2.7258  -0.874
52 C -5.4757 -2.0105 -3.0693  -0.457
53 N -4.5483 -1.9500 -1.9101  1.590
54 C -3.3158 -2.7231 -2.1185  -0.264
55 C -2.2335 -2.1569 -3.0505  -0.064
56 O -1.7886 -0.8437 -2.6507  0.555
57 C -2.6413 0.1564 -3.2187  0.274
58 H -7.9330 -3.0093 -0.0209  -0.214
59 H -8.6593 -1.4238 -0.4359  0.305
60 H -6.8611 -1.6003 -0.2141  -0.031
61 H -6.8613 -0.6520 -2.1993  0.317
62 H -7.3701 -1.5408 -3.6577  0.448
63 H -5.0994 -1.3120 -3.8244  0.245
64 H -5.5643 -3.0110 -3.5106  0.334
65 H -5.0918 -2.3101 -1.1249  -0.593
66 H -3.5350 -3.7634 -2.4771  0.334
67 H -2.7810 -2.9982 -1.2003  -0.951
68 H -2.5677 -2.1143 -4.1183  0.517
69 H -1.4145 -2.8597 -2.9829  -0.944
70 H -3.6826 0.0336 -2.8888  -0.965
71 H -2.6654 0.0762 -4.2845  0.552
72 H -2.3376 1.1219 -2.8508  -0.189
73 C 5.0689 3.2504 4.9755  -0.482
74 O 5.6252 2.1530 4.2441  0.014
75 C 6.9732 1.8569 4.5508  -0.898
76 C 7.2802 0.6430 3.7039  -0.172
77 N 7.0274 0.8175 2.2878  0.082
78 C 7.8194 0.1430 1.3567  -0.168
79 C 7.2800 0.4704 -0.0497  -0.958
80 O 5.9452 0.0946 -0.1865  0.013
81 C 5.4088 0.2298 -1.4735  -0.390
82 H 5.7794 4.1212 4.9379  0.463
83 H 4.8443 3.0539 6.0429  0.087
84 H 4.1435 3.5232 4.4997  -0.095
85 H 7.1330 1.5777 5.6062  0.305
86 H 7.5922 2.7608 4.3331  0.403
87 H 6.7683 -0.2605 4.0926  -0.153
88 H 8.3476 0.4543 3.8517  0.561
89 H 6.0614 0.6849 2.0125  -0.262
90 H 7.6900 -0.9395 1.3820  -0.252
91 H 8.8568 0.3869 1.3460  0.720
92 H 7.8599 -0.0849 -0.7661  0.513
93 H 7.4580 1.5793 -0.1212  0.314
94 H 4.3497 0.1591 -1.3725  -0.330
95 H 5.7741 -0.5194 -2.2003  0.285
96 H 5.6275 1.2283 -1.8425  0.461
97 C 2.8320 4.9465 1.2200  -0.801
98 O 1.4856 4.8289 1.5798  -0.152
99 C 0.6062 5.7404 0.9181  -0.813
100 C 0.2698 5.3572 -0.5117  0.152
101 N -0.6014 6.3578 -1.1178  -0.245
102 C -0.8070 6.1490 -2.5823  -0.535
103 C -1.4380 7.3663 -3.2457  -0.872
104 O -2.7309 7.4025 -2.7903  -0.243
105 C -3.4457 8.4026 -3.5334  -0.812
106 H 3.3760 5.6495 1.8494  0.193
107 H 2.8462 5.3025 0.2164  0.438
108 H 3.2200 3.9270 1.2298  0.134
109 H 1.0404 6.7433 0.9786  0.411
110 H -0.3523 5.7693 1.4228  0.056
111 H -0.0778 4.2663 -0.4929  -0.185
112 H 1.1673 5.3088 -1.1646  0.382
113 H -1.5207 6.2929 -0.6869  0.382
114 H -1.4483 5.2852 -2.7558  0.216
115 H 0.1137 5.9023 -3.0720  0.550
116 H -1.4514 7.1013 -4.3066  0.307
117 H -0.9513 8.3593 -3.0397  0.462
118 H -4.4740 8.4385 -3.1652  0.100
119 H -3.4948 8.2683 -4.6122  0.361
120 H -3.0944 9.4231 -3.3512  0.373
121 C 1.5375 -0.4995 -4.2206  0.022
122 O 2.4219 -0.8782 -5.2652  -0.563
123 C 1.8872 -1.8508 -6.1542  0.029
124 C 2.8743 -2.1328 -7.2732  -0.908
125 N 4.1429 -2.6194 -6.6651  -0.078
126 C 5.2925 -2.5574 -7.5706  -0.838
127 C 6.4512 -3.3371 -7.1009  -0.251
128 O 7.5273 -2.9711 -7.9450  -0.299
129 C 8.5994 -3.8685 -7.9701  -0.724
130 H 1.9677 0.3830 -3.7828  0.244
131 H 1.5092 -1.1850 -3.3796  -0.233
132 H 0.5123 -0.3436 -4.5765  0.311
133 H 0.9619 -1.4910 -6.6098  0.546
134 H 1.6698 -2.7955 -5.6236  -0.098
135 H 2.9859 -1.2098 -7.8931  0.345
136 H 2.4281 -2.9309 -7.8670  0.361
137 H 4.3208 -2.0452 -5.8454  0.172
138 H 5.5789 -1.5617 -7.8335  0.414
139 H 5.0186 -3.0269 -8.5335  0.302
140 H 6.1994 -4.4142 -7.1877  0.270
141 H 6.6717 -3.0223 -6.0193  0.210
142 H 9.1342 -3.9504 -6.9865  0.260
143 H 9.2746 -3.4138 -8.6507  0.256
144 H 8.2578 -4.8284 -8.3318  0.327
145 C -9.3122 -5.6300 1.5020  -0.891
146 O -8.1846 -5.5544 0.6340  -0.204
147 C -7.8010 -6.7399 -0.0390  -0.768
148 C -6.3906 -6.4519 -0.5555  -0.355
149 N -5.5405 -5.9990 0.5440  -0.466
150 C -4.1929 -5.6200 0.0722  -0.480
151 C -3.7568 -4.5006 0.9738  0.496
152 O -4.6190 -3.3541 0.8156  0.106
153 C -4.3545 -2.2761 1.6513  -1.046
154 H -9.2023 -6.3603 2.3015  0.332
155 H -10.2443 -5.8744 0.9350  0.334
156 H -9.4731 -4.6279 1.9313  0.231
157 H -8.4893 -6.9507 -0.8209  0.447
158 H -7.7319 -7.5425 0.7126  0.405
159 H -6.5515 -5.6404 -1.3468  0.043
160 H -6.0310 -7.3378 -1.0677  0.446
161 H -6.0157 -5.1597 0.8922  0.331
162 H -4.1018 -5.3426 -0.9708  0.137
163 H -3.4915 -6.4473 0.2576  0.340
164 H -2.7665 -4.1889 0.6686  -0.973
165 H -3.8701 -4.8302 2.0066  0.754
166 H -5.2694 -1.7100 1.7309  0.278
167 H -3.5326 -1.6170 1.2863  0.270
168 H -4.1112 -2.5172 2.7291  0.396
169 C 5.1058 1.1364 9.5361  -0.908
170 O 4.8918 0.3816 8.3709  -0.320
171 C 3.6576 0.8394 7.7753  -0.945
172 C 3.4377 -0.0417 6.4960  0.862
173 N 3.4492 -1.4397 6.7713  -0.412
174 C 3.5813 -2.2391 5.5592  0.940
175 C 4.1319 -3.6238 5.7779  -0.416
176 O 5.3461 -3.4442 6.4933  -0.341
177 C 6.0776 -4.6617 6.6473  -0.550
178 H 5.1385 2.2121 9.3742  0.303
179 H 6.0813 0.7965 9.8911  0.284
180 H 4.3567 0.9701 10.2867  0.350
181 H 3.7009 1.8751 7.4768  0.189
182 H 2.8101 0.6124 8.4288  0.551
183 H 4.2467 0.2106 5.7847  -0.245
184 H 2.4986 0.2492 6.0352  -0.246
185 H 4.3020 -1.5810 7.3203  0.442
186 H 4.3118 -1.6602 4.9059  -0.585
187 H 2.6866 -2.2778 4.9707  -0.147
188 H 4.3702 -4.0787 4.7371  -0.131
189 H 3.4287 -4.2891 6.2853  0.613
190 H 6.5347 -5.0060 5.7274  0.045
191 H 5.4073 -5.4434 7.0581  0.315
192 H 6.9433 -4.5698 7.2871  0.276
193 C 0.1597 -9.0388 -0.8323  -0.786
194 O 0.5591 -7.9355 -1.5765  -0.380
195 C -0.5713 -7.1488 -2.0976  0.009
196 C 0.0801 -6.0095 -2.8486  -0.757
197 N 0.8544 -5.1745 -1.8624  -0.324
198 C 1.4302 -3.9728 -2.4222  0.708
199 C 2.7082 -4.1330 -3.1726  -0.941
200 O 3.7264 -4.6671 -2.3223  -0.473
201 C 4.1905 -3.8770 -1.2807  0.320
202 H -0.5878 -9.6284 -1.3529  0.332
203 H -0.2966 -8.8245 0.1472  0.265
204 H 1.0536 -9.6214 -0.6036  0.250
205 H -1.1094 -6.7692 -1.2519  -0.252
206 H -1.2014 -7.7789 -2.7499  0.625
207 H -0.6947 -5.3859 -3.3303  0.326
208 H 0.7120 -6.4266 -3.6632  0.312
209 H 1.6525 -5.7900 -1.6183  0.367
210 H 1.4553 -3.2318 -1.6285  -0.844
211 H 0.6906 -3.6329 -3.1612  -0.188
212 H 2.9229 -3.1691 -3.6096  0.728
213 H 2.6163 -4.8316 -4.0119  0.272
214 H 3.3690 -3.5909 -0.6248  -0.398
215 H 4.7017 -2.9931 -1.6023  0.380
216 H 4.8494 -4.5006 -0.6455  0.011
217 C -0.5301 3.0199 -4.2920  -0.137
218 O -1.3108 3.9550 -4.9913  -0.530
219 C -2.6500 3.8013 -4.7047  0.650
220 C -3.4787 4.9309 -5.3958  -1.406
221 N -4.0622 4.4597 -6.6398  -0.206
222 C -3.1610 4.1368 -7.7321  -0.363
223 C -3.8883 3.7141 -9.0012  -0.599
224 O -2.8065 3.5521 -9.9626  -0.268
225 C -3.0725 3.2745 -11.2887  -0.707
226 H -0.8647 1.9931 -4.4883  0.133
227 H -0.6660 3.1776 -3.1957  -0.211
228 H 0.5247 3.2042 -4.5784  0.406
229 H -2.7102 3.7491 -3.6029  0.034
230 H -3.0983 2.8836 -5.1266  0.594
231 H -2.7220 5.6761 -5.6037  0.386
232 H -4.2597 5.2747 -4.7335  0.161
233 H -4.9023 3.9100 -6.5644  0.294
234 H -2.5326 3.2746 -7.5386  0.158
235 H -2.4802 4.9362 -7.9588  0.222
236 H -4.6163 4.4537 -9.3497  0.402
237 H -4.4381 2.7920 -8.7729  0.302
238 H -3.2650 2.1902 -11.4538  0.260
239 H -2.1126 3.4118 -11.8548  0.217
240 H -3.8501 3.9265 -11.6987  0.294
241 C 0.0615 1.1147 -1.0126  -0.871
242 C 0.4338 0.3026 0.2452  2.161
243 C 1.3522 -0.8444 -0.1658  0.482
244 C 1.9777 -1.5170 1.0504  2.492
245 C 2.8048 -0.5532 1.9064  0.797
246 C 1.8688 0.6165 2.3380  2.887
247 N 1.2103 1.2126 1.1415  -0.156
248 O 0.3507 2.2168 1.6248  1.536
249 C 0.8671 0.0330 3.4479  -0.582
250 C 2.7118 1.6660 2.9997  -0.563
251 C -0.8720 -0.3036 0.8309  -0.440
252 H 1.0035 1.4182 -1.4757  0.331
253 H -0.4935 2.0242 -0.7853  -0.622
254 H -0.5248 0.4647 -1.6419  -0.043
255 H 0.6794 -1.4485 -0.7302  -0.802
256 H 2.1030 -0.4221 -0.8661  -0.937
257 H 2.5908 -2.3435 0.7034  -0.850
258 H 1.1986 -1.9500 1.6670  -0.692
259 H 3.6219 -0.1398 1.3239  -0.704
260 H 3.2942 -0.9364 2.8333  -0.501
261 H 0.4467 0.7496 4.1809  -0.635
262 H 0.0514 -0.4222 2.9018  0.057
263 H 1.3534 -0.7139 4.0206  -0.100
264 H 2.1131 2.5441 3.2421  -0.759
265 H 3.0841 1.2999 3.9413  -0.352
266 H 3.4884 1.9916 2.3396  0.023
267 H -0.6469 -1.3029 1.2409  -0.708
268 H -1.5269 -0.4277 -0.0002  -0.039
269 H -1.4319 0.3288 1.5332  0.188
270 H 0.8197 3.0915 1.5805  -0.310
271 C -3.8207 4.1068 5.1561  -1.953
272 C -2.3000 3.8091 5.1573  2.025
273 C -1.5261 4.8229 4.3369  -1.359
274 C -0.0040 4.8614 4.5304  1.325
275 C 0.2780 5.0405 5.9371  -2.024
276 C -0.3096 3.9995 6.8796  2.174
277 N -1.7770 3.9634 6.5598  0.045
278 O -2.3611 3.0207 7.4049  -0.532
279 C 0.4979 2.7038 6.8089  -1.745
280 C -0.3212 4.6161 8.2885  -2.311
281 C -2.0218 2.3989 4.5286  -1.094
282 H -3.9215 5.1282 5.4770  0.462
283 H -4.3506 3.4854 5.8817  0.415
284 H -4.2910 4.0483 4.1830  0.364
285 H -1.6572 4.4989 3.2871  -0.283
286 H -1.9727 5.8194 4.4452  0.588
287 H 0.4402 5.6643 3.9657  0.595
288 H 0.4688 3.9500 4.1533  -0.964
289 H -0.0947 6.0256 6.3374  0.435
290 H 1.3548 4.9767 6.1160  0.378
291 H 1.4223 2.8212 7.3129  0.591
292 H -0.0778 1.8949 7.2885  0.408
293 H 0.6996 2.3903 5.7703  0.108
294 H 0.6487 4.8727 8.7316  0.330
295 H -0.9169 5.5100 8.2661  0.522
296 H -0.7374 3.9616 9.0150  0.468
297 H -2.9068 2.0384 4.0029  0.564
298 H -1.8842 1.5879 5.2754  0.142
299 H -1.1218 2.3572 3.8988  -0.118
300 H -2.0899 2.1524 7.0717  0.424